47
Properties=species:S:1:pos:R:3:forces:R:3:mulliken_charge:R:1 method="wB97M-V/def2-TZVPD" smiles=CCCCCCCCNc1nc(Cl)nc(NCc2ccco2)n1 relative_energy_kcal_mol=1.4 homo_lumo_gap_ha=0.3494 energy_ev=-39003.1141 homo_ev=-8.675
C -4.8442 -2.7537 0.6532 -0.1 0.2 -0.1 -1.373
C -4.9311 -1.4503 -0.1320 0.3 -0.2 0.0 -0.284
C -3.6750 -1.2115 -0.9670 -0.3 0.2 -0.1 -0.400
C -3.7366 0.0617 -1.8109 0.0 0.0 0.2 -0.992
C -3.7539 1.3750 -1.0241 0.2 -0.1 -0.2 -0.841
C -2.4864 1.6247 -0.1948 -0.3 0.0 0.1 -0.295
C -2.6548 1.2883 1.2863 0.4 0.2 -0.1 -0.252
C -1.3555 1.5011 2.0674 -0.4 0.1 0.1 -0.979
N -0.3177 0.5959 1.6412 -0.2 -0.3 0.1 -0.100
C 0.7149 0.9490 0.8715 0.6 0.0 -0.3 0.599
N 0.8992 2.2564 0.6102 -0.3 0.2 0.1 -0.438
C 1.9513 2.5098 -0.1266 -0.1 -0.7 0.1 0.234
Cl 2.2317 4.1535 -0.4976 0.1 0.6 -0.1 -0.175
N 2.8132 1.6527 -0.6165 0.4 0.1 -0.2 -0.476
C 2.5499 0.3724 -0.3003 -0.6 0.4 0.1 0.585
N 3.3570 -0.5774 -0.7913 0.1 -0.3 0.0 -0.164
C 4.6216 -0.2887 -1.4331 0.2 0.1 0.2 -0.792
C 5.7762 -0.6618 -0.5612 0.2 -0.7 -0.7 0.514
C 6.6752 -1.6861 -0.6376 -0.5 0.5 -0.1 -0.636
C 7.5212 -1.5563 0.4909 0.0 0.4 0.4 -0.309
C 7.0673 -0.4691 1.1700 0.7 -0.7 0.1 -0.441
O 6.0145 0.0764 0.5433 -0.4 0.4 -0.1 -0.276
N 1.5138 -0.0261 0.4343 0.0 -0.3 0.1 -0.699
H -4.7223 -3.5989 -0.0209 0.0 -0.1 0.0 0.335
H -5.7471 -2.9101 1.2391 0.0 -0.1 0.1 0.383
H -3.9942 -2.7363 1.3330 0.1 0.0 0.1 0.298
H -5.7992 -1.4838 -0.7942 -0.1 0.1 0.0 0.367
H -5.0797 -0.6234 0.5645 -0.1 0.1 0.0 0.258
H -3.5426 -2.0616 -1.6419 0.1 -0.1 0.0 0.456
H -2.7991 -1.1800 -0.3166 0.1 -0.1 0.1 0.127
H -4.6327 0.0222 -2.4358 0.0 0.0 -0.1 0.454
H -2.8725 0.0748 -2.4802 0.0 0.0 -0.1 0.328
H -4.6294 1.4069 -0.3740 -0.1 0.1 0.0 0.390
H -3.8668 2.1829 -1.7501 -0.1 0.0 0.0 0.347
H -2.2001 2.6754 -0.2690 0.1 0.0 0.0 0.464
H -1.6625 1.0406 -0.6094 0.1 0.0 -0.1 0.108
H -2.9767 0.2527 1.4065 -0.1 -0.1 0.1 0.056
H -3.4249 1.9299 1.7189 -0.1 0.0 0.0 0.334
H -1.5343 1.3487 3.1368 0.0 0.1 -0.1 0.378
H -0.9769 2.5108 1.9048 -0.1 -0.1 0.1 0.402
H -0.4573 -0.3957 1.7609 0.1 0.1 0.0 0.238
H 3.1789 -1.5168 -0.4704 0.0 0.1 0.0 0.287
H 4.6224 0.7861 -1.6300 0.1 -0.2 -0.1 0.351
H 4.6885 -0.8426 -2.3739 0.1 0.1 0.1 0.333
H 6.7340 -2.4317 -1.4038 -0.1 -0.1 -0.2 0.434
H 8.3464 -2.1851 0.7542 0.2 -0.1 0.1 0.410
H 7.3964 -0.0007 2.0762 0.0 0.1 0.1 0.448